Computed, not measured: the molecule C7H10, with ωB97M-V with the def2-TZVPD basis set.

Computed properties:
**Total charge**: 0
**HOMO energy**: -9.63 eV
**Energy relative to the best compared isomer or geometry (same formula, charge and spin)**: 2.315 eV
**LUMO energy**: 0.042 Ha
**Molecular weight**: 94.2 g/mol

Cartesian coordinates (Å):
1 H 0.290 1.087 0.607
2 H 1.272 1.190 -0.848
3 C 1.075 0.573 0.039
4 H 4.130 0.338 2.178
5 C -1.879 -0.397 -0.029
6 C 3.264 0.410 1.558
7 H -2.303 1.600 -0.575
8 H -0.816 0.067 -1.833
9 H -3.210 0.953 0.905
10 H -2.095 -1.197 0.682
11 H 0.518 -1.472 0.465
12 C -0.825 -0.708 -1.055
13 C -2.494 0.774 0.108
14 H 1.281 -1.248 -1.108
15 H -1.056 -1.658 -1.552
16 C 0.565 -0.805 -0.406
17 C 2.284 0.496 0.863